Entry 1:
Formula: C7H30O8
Source: the Open Molecules 2025 dataset
Level of theory: wB97M-V/def2-TZVPD

Properties
Gap between HOMO and LUMO (alpha / beta) in eV: 2.82 / 9.02
E_LUMO (alpha / beta) in Eh: 0.1102 / 0.1057
Energy relative to the best compared isomer or geometry (same formula, charge and spin) in kcal per mole: 0.00
<S²>: 0.7505
Total charge: -1
2S+1: 2

Each line ends with the natural charge from an NBO analysis.
Cartesian coordinates (Å):
C1 -2.26007 -0.83557 2.12923  -0.62
C2 -1.29101 0.20497 1.54822  -0.41
C3 -1.95810 1.57050 1.43253  -0.43
C4 -1.17230 2.53662 0.53845  0.01
C5 0.14122 2.67917 0.67056  -0.18
C6 1.04915 3.28499 -0.39220  -0.68
C7 -1.97943 3.18839 -0.53117  -0.65
H1 -3.26185 -0.41861 2.10922  0.20
H2 -2.03932 -1.09776 3.17058  0.19
H3 -2.27627 -1.82599 1.67232  0.22
H4 -1.10740 -0.09066 0.50926  0.21
H5 -0.33458 0.22714 2.06653  0.21
H6 -2.20080 1.99834 2.40324  0.20
H7 -2.88161 1.44472 0.89048  0.21
H8 0.70116 2.38743 1.55409  0.19
H9 0.56572 3.17743 -1.35663  0.20
H10 1.95558 2.71490 -0.28403  0.23
H11 1.29139 4.34173 -0.23855  0.20
H12 -1.46969 4.01033 -1.04148  0.21
H13 -2.87264 3.61353 -0.05769  0.21
H14 -2.33559 2.53199 -1.33371  0.22
H15 1.19715 -0.66237 -0.62407  0.46
H16 1.15978 0.48861 -1.57240  0.48
O1 1.76332 0.05198 -0.94623  -1.03
H17 0.14770 -1.69740 -2.78367  0.49
H18 -0.66213 -2.00114 -1.51742  0.47
O2 -0.60663 -1.38268 -2.26194  -1.00
H19 -0.59584 -4.09541 1.06932  0.48
H20 -0.05481 -2.72377 0.86619  0.49
O3 -0.66474 -3.35545 0.45625  -0.98
H21 2.55394 -2.89019 1.65448  0.51
H22 1.79840 -2.50265 2.95542  0.47
O4 1.86401 -3.17135 2.27129  -0.99
H23 2.32299 -2.72749 -1.62043  0.44
H24 3.57633 -2.37335 -0.75189  0.40
O5 2.74820 -2.88179 -0.76601  -1.12
H25 1.76427 0.50691 -4.32760  0.44
H26 2.61531 -0.33415 -3.40175  0.39
O6 1.72174 -0.30454 -3.79322  -1.18
H27 3.46207 -0.65516 0.38901  0.46
H28 3.89129 0.04858 1.71409  0.46
O7 3.32565 -0.63739 1.34689  -1.06
H29 -3.26676 -1.40039 -0.81444  0.47
H30 -2.88629 -0.45032 -1.89882  0.49
O8 -3.43852 -0.49268 -1.10229  -0.96


Entry 2:
Formula: C32H46N6O3PbSi2
Source: the Open Molecules 2025 dataset
Level of theory: wB97M-V/def2-TZVPD

Properties
Gap between HOMO and LUMO in eV: 7.16
E_LUMO in Eh: -0.2292
Total charge: +2

Each line ends with the Mulliken charge.
Cartesian coordinates (Å):
Pb1 0.06056 -0.07299 0.11886  1.82
C1 2.38297 4.78230 0.42611  -0.96
N1 3.13454 3.71086 -0.22806  0.12
C2 4.36336 4.13049 -0.90305  -1.03
C3 2.63701 2.46719 -0.24341  0.57
O1 1.55358 2.16587 0.28102  -0.50
C4 3.48120 1.39267 -0.91574  -1.50
O2 2.78849 0.17280 -0.80018  0.40
C5 3.51890 -0.92354 -1.30130  -1.39
C6 2.63846 -2.16445 -1.20980  0.43
O3 1.45980 -2.07254 -0.86653  -0.82
N2 3.23526 -3.32145 -1.53841  0.24
C7 2.49499 -4.58285 -1.44291  -1.09
C8 4.64893 -3.41096 -1.90861  -1.04
H1 1.79019 5.34113 -0.30213  0.32
H2 3.08742 5.46396 0.90002  0.35
H3 1.72137 4.36384 1.17491  0.23
H4 4.13405 4.90003 -1.64095  0.36
H5 4.84936 3.30517 -1.41306  0.39
H6 5.06298 4.54825 -0.18015  0.34
H7 4.46127 1.34083 -0.43207  0.55
H8 3.63895 1.64201 -1.97019  0.54
H9 4.43733 -1.07214 -0.72505  0.59
H10 3.80371 -0.76026 -2.34789  0.46
H11 1.54504 -4.40725 -0.95382  0.27
H12 3.07482 -5.30081 -0.86382  0.42
H13 2.31574 -4.99446 -2.43741  0.35
H14 4.92796 -2.64814 -2.63434  0.36
H15 4.81978 -4.37803 -2.37096  0.40
H16 5.30289 -3.33208 -1.03786  0.33
C9 2.06513 -1.46574 2.67060  -0.76
Si1 0.81023 -0.67803 3.79652  -0.13
C10 1.64447 0.68138 4.75435  -0.96
C11 -0.03166 -1.99560 4.80610  -1.04
N3 -0.41420 0.06439 2.69974  0.37
C12 -1.37151 0.83222 3.05634  0.76
C13 -1.71694 1.08629 4.46264  -0.84
C14 -2.77215 1.82462 4.81045  -0.93
C15 -3.63186 2.44160 3.80069  -0.92
C16 -3.38096 2.30410 2.49721  -0.71
C17 -2.23008 1.53752 1.99780  0.86
N4 -1.92047 1.47669 0.75390  0.31
Si2 -2.78063 2.38658 -0.54120  -0.01
C18 -4.43134 1.56951 -0.81399  -0.94
C19 -2.89277 4.20152 -0.14482  -1.09
C20 -1.73256 2.23157 -2.07649  -0.68
H17 2.86063 -1.92191 3.27095  0.61
H18 2.53117 -0.72573 2.00683  0.00
H19 1.62221 -2.25572 2.05248  0.15
H20 2.48084 0.27064 5.32985  0.40
H21 0.98731 1.20476 5.45246  0.36
H22 2.05005 1.41940 4.05371  0.26
H23 0.66016 -2.40144 5.55185  0.40
H24 -0.33573 -2.82203 4.15540  0.32
H25 -0.91909 -1.63694 5.33435  0.36
H26 -1.11433 0.61126 5.22504  0.33
H27 -3.01681 1.95970 5.85706  0.45
H28 -4.49054 3.01657 4.12705  0.45
H29 -4.04029 2.75912 1.77006  0.27
H30 -5.15803 1.79762 -0.02936  0.35
H31 -4.32280 0.47988 -0.86806  0.24
H32 -4.85211 1.91245 -1.76534  0.40
H33 -3.51625 4.45050 0.71575  0.39
H34 -3.31566 4.70988 -1.01756  0.38
H35 -1.89492 4.61778 0.03029  0.31
H36 -1.94087 1.30471 -2.62075  0.09
H37 -0.65899 2.27501 -1.85225  0.06
H38 -1.95794 3.06729 -2.74684  0.56
C21 0.29017 -0.90085 -4.69766  -1.19
C22 0.45039 -0.43317 -3.38989  -0.49
N5 -0.32750 -0.80292 -2.39363  0.87
C23 -1.32479 -1.68393 -2.62735  -0.53
C24 -1.58158 -2.18600 -3.91257  1.21
C25 -0.73596 -1.77145 -4.95604  -0.84
C26 -2.67835 -3.08507 -4.13058  -0.90
C27 -3.46237 -3.46992 -3.10694  -1.05
C28 -3.20844 -3.00885 -1.77160  1.24
C29 -3.98518 -3.43892 -0.68118  -0.69
C30 -3.69523 -2.99291 0.58065  -1.20
C31 -2.62722 -2.11006 0.74426  -0.35
N6 -1.87890 -1.68261 -0.26023  0.58
C32 -2.15121 -2.12079 -1.51832  -0.29
H39 0.95665 -0.56561 -5.48293  0.48
H40 1.23523 0.28183 -3.14707  0.39
H41 -0.90624 -2.14617 -5.96020  0.46
H42 -2.86656 -3.44426 -5.13560  0.47
H43 -4.29663 -4.14218 -3.27183  0.45
H44 -4.80721 -4.12540 -0.85071  0.47
H45 -4.27015 -3.31387 1.44033  0.50
H46 -2.37060 -1.73377 1.73304  0.46


Entry 3:
Formula: C6H4FO2P
Source: the Open Molecules 2025 dataset
Level of theory: wB97M-V/def2-TZVPD

Properties
Gap between HOMO and LUMO in eV: 9.27
E_LUMO in Eh: 0.0243
Total charge: 0
Structure (SMILES): FP1Oc2ccccc2O1

Each line ends with the natural charge from an NBO analysis.
Cartesian coordinates (Å):
F1 1.72977 1.92197 -3.97810  -0.59
P1 1.47209 0.30419 -4.11029  1.64
O1 -0.20452 0.29392 -3.33249  -0.72
C1 -0.09651 0.03055 -2.04943  0.24
C2 -1.14815 0.18748 -1.15882  -0.26
C3 -0.84082 0.10213 0.21400  -0.20
C4 0.53262 -0.08941 0.57526  -0.24
C5 1.59067 -0.20944 -0.34218  -0.26
C6 1.22146 -0.19427 -1.66535  0.25
O2 2.10449 -0.23639 -2.74282  -0.79
H1 -2.09355 0.46864 -1.38739  0.22
H2 -1.67672 0.23462 0.96690  0.23
H3 0.89506 -0.08267 1.64925  0.22
H4 2.60876 -0.28652 0.09647  0.24


Entry 4:
Formula: C41H43N9S3SeV
Source: the Open Molecules 2025 dataset
Level of theory: wB97M-V/def2-TZVPD

Properties
Gap between HOMO and LUMO (alpha / beta) in eV: 6.57 / 7.27
E_LUMO (alpha / beta) in Eh: -0.0941 / -0.0789
Energy relative to the best compared isomer or geometry (same formula, charge and spin) in kcal per mole: 0.00
<S²>: 2.0301
Total charge: +1
2S+1: 3

Each line ends with the Mulliken charge.
Cartesian coordinates (Å):
V1 0.37432 -0.34857 0.32623  1.07
C1 -0.50128 4.16624 -4.44904  -1.67
C2 -0.11452 3.45312 -3.18459  0.58
C3 1.21347 3.31134 -2.79702  -1.35
C4 1.55370 2.67778 -1.61423  -0.03
C5 0.57676 2.18200 -0.75262  -0.18
N1 0.84265 1.53778 0.47295  1.15
C6 1.58421 2.15108 1.46784  0.80
C7 2.30037 3.34490 1.26245  -1.21
C8 3.12157 3.90579 2.21851  -1.37
C9 3.29583 3.30959 3.46491  0.15
C10 4.22759 3.87338 4.50360  -1.57
C11 2.54063 2.18055 3.71794  -0.67
C12 1.66837 1.63604 2.77894  0.71
N2 0.79678 0.61115 3.26148  0.14
C13 0.39475 0.44621 4.54183  0.08
C14 -0.51228 -0.58528 4.56991  -2.00
C15 -0.62262 -0.99619 3.24156  -0.67
N3 0.16908 -0.26347 2.46121  1.23
C16 -0.74919 2.25264 -1.19063  -0.30
C17 -1.08637 2.87637 -2.37910  -0.15
N4 -1.78550 1.68408 -0.39468  0.15
C18 -3.03039 2.16981 -0.21504  -0.02
C19 -3.69720 1.31017 0.62248  -1.73
C20 -2.76688 0.30951 0.92100  -0.50
N5 -1.61514 0.53967 0.30448  0.80
H1 0.37032 4.59781 -4.93917  0.37
H2 -0.97821 3.47780 -5.14688  0.26
H3 -1.20715 4.97194 -4.24069  0.41
H4 1.99819 3.69607 -3.43710  0.29
H5 2.59546 2.56444 -1.34403  0.60
H6 2.20292 3.84915 0.31488  0.63
H7 3.64982 4.82145 1.98146  0.41
H8 4.79555 4.71162 4.10354  0.40
H9 3.67832 4.23051 5.37639  0.31
H10 4.93981 3.12217 4.84964  0.32
H11 2.63444 1.70118 4.68581  0.40
H12 0.73455 1.09199 5.33018  0.58
H13 -1.03722 -0.96578 5.42791  0.53
H14 -1.24205 -1.77000 2.81544  0.68
H15 -2.12340 2.89090 -2.69443  0.31
H16 -3.33370 3.09388 -0.67511  0.58
H17 -4.70893 1.39673 0.97592  0.44
H18 -2.88920 -0.56295 1.53898  0.43
C21 4.85720 0.05802 2.61584  -0.83
N6 3.82192 -0.93812 2.84786  0.27
C22 3.58956 -1.62969 4.02531  -0.76
C23 2.56448 -2.46877 3.80356  -0.58
N7 2.16888 -2.28948 2.48007  0.57
C24 2.95598 -1.34185 1.89954  0.24
S1 2.87676 -0.79466 0.31124  -0.51
C25 1.26678 -3.15213 1.79580  -0.17
C26 1.32683 -4.49595 2.11877  -0.87
C27 0.44600 -5.37419 1.50944  -0.69
C28 -0.44942 -4.86620 0.58923  -1.06
C29 -0.42338 -3.51021 0.31799  -0.90
N8 0.40791 -2.63990 0.90612  0.97
H19 5.27208 0.35488 3.57549  0.34
H20 4.41692 0.92202 2.12025  0.32
H21 5.64336 -0.35564 1.98646  0.33
H22 4.15912 -1.44304 4.91780  0.50
H23 2.04445 -3.13511 4.46751  0.60
H24 2.07619 -4.84627 2.81444  0.63
H25 0.47055 -6.42848 1.74916  0.45
H26 -1.16748 -5.49192 0.08026  0.53
H27 -1.12091 -3.09914 -0.39723  0.75
C30 0.53318 1.71984 -7.25808  -1.59
C31 0.41874 1.05969 -5.91023  0.80
C32 1.54594 0.74267 -5.16632  -1.11
C33 1.45902 0.09330 -3.93916  0.80
C34 2.71671 -0.25502 -3.19381  -1.31
C35 0.19649 -0.23371 -3.43355  0.06
Se1 0.07438 -1.38142 -1.88944  0.02
C36 -0.96038 0.11194 -4.14316  1.19
C37 -2.35319 -0.18358 -3.64664  -1.97
C38 -0.82302 0.74602 -5.37411  -0.67
H28 1.57505 1.89149 -7.52568  0.37
H29 0.01874 2.68293 -7.27576  0.31
H30 0.08375 1.09943 -8.03500  0.37
H31 2.52818 0.98343 -5.55992  0.29
H32 3.59941 0.04787 -3.75701  0.45
H33 2.77516 -1.32599 -2.99385  0.37
H34 2.74035 0.25159 -2.22537  -0.19
H35 -2.35766 -0.50548 -2.60723  0.16
H36 -2.81532 -0.97364 -4.24250  0.45
H37 -2.98498 0.70282 -3.74122  0.34
H38 -1.72133 0.99225 -5.93402  0.37
S2 -3.52244 -3.18033 1.15240  -0.24
C39 -5.08194 -3.71652 1.03685  0.09
N9 -5.96718 -3.78985 2.03784  -0.18
C40 -7.19657 -4.53235 1.79187  -0.55
C41 -7.44756 -4.40216 0.29456  -0.53
S3 -5.79157 -4.29423 -0.45005  -0.07
H39 -5.64421 -3.59402 2.97229  0.23
H40 -8.01492 -4.10795 2.37084  0.32
H41 -7.06765 -5.57967 2.07810  0.28
H42 -8.00116 -3.49572 0.05633  0.31
H43 -7.97598 -5.26238 -0.10697  0.37


Entry 5:
Formula: C9H9NO
Source: the Open Molecules 2025 dataset
Level of theory: wB97M-V/def2-TZVPD

Properties
Gap between HOMO and LUMO in eV: 9.72
E_LUMO in Eh: 0.0296
Energy relative to the best compared isomer or geometry (same formula, charge and spin) in kcal per mole: 28.62
Total charge: 0
Structure (SMILES): CN1Cc2ccccc2C1=O

Each line ends with the natural charge from an NBO analysis.
Cartesian coordinates (Å):
C1 1.81113 1.57459 1.91231  -0.41
N1 1.01687 1.19445 0.77460  -0.46
C2 -0.27597 1.52624 0.32589  -0.22
C3 -0.81317 0.24562 -0.24579  0.01
C4 -2.06229 -0.18059 -0.64763  -0.21
C5 -2.15088 -1.37310 -1.34685  -0.20
C6 -1.12643 -2.22073 -1.51237  -0.21
C7 0.14078 -1.82742 -1.11079  -0.16
C8 0.26364 -0.64656 -0.44064  -0.16
C9 1.53208 -0.01581 0.15024  0.69
O1 2.66483 -0.30964 0.10716  -0.57
H1 2.51511 2.38298 1.76682  0.19
H2 2.55459 0.72018 2.17642  0.23
H3 1.21642 1.72724 2.76703  0.19
H4 -0.17327 2.31347 -0.50136  0.20
H5 -0.76490 1.95366 1.20021  0.21
H6 -2.93892 0.51765 -0.50674  0.22
H7 -3.05721 -1.85297 -1.63408  0.21
H8 -1.28257 -3.19654 -1.97357  0.22
H9 0.93015 -2.53271 -1.26087  0.22


Results for total energy: -24125.116 -70008.854 -22389.226 -180164.035 -13015.945 (in eV, following the order of the records).
Results for largest force on an atom: 1.34 0.54 4.12 0.64 5.23 (in eV Å⁻¹, following the order of the records).